Record 1
{
  "formula": "C44H38NO8PTeTi",
  "method": "ωB97M-V/def2-TZVPD",
  "charge": -2,
  "s2": 2.05,
  "e_lumo_ev": [3.9, 3.9],
  "homo_lumo_gap_ha": [0.1662, 0.2354],
  "multiplicity": 3,
  "species": ["O", "C", "C", "H", "H", "C", "C", "C", "H", "H", "H", "C", "H", "O", "H", "H", "H", "H", "H", "C", "C", "O", "C", "C", "N", "H", "C", "C", "C", "C", "H", "O", "C", "C", "C", "H", "H", "C", "C", "H", "C", "H", "C", "C", "H", "H", "P", "H", "C", "H", "O", "Te", "C", "C", "C", "C", "C", "O", "C", "H", "C", "H", "H", "C", "C", "H", "C", "C", "C", "H", "C", "C", "H", "H", "H", "Ti", "O", "C", "C", "H", "H", "H", "C", "C", "C", "H", "H", "C", "O", "H", "H", "C", "H", "H"],
  "coordinates": [[-3.981, -1.343, 3.686], [-6.498, 0.211, -1.943], [4.795, -3.608, 2.872], [1.557, -5.303, 4.091], [2.836, 5.416, 2.466], [-3.316, -0.656, 2.881], [2.794, 4.333, 2.488], [4.316, 1.418, 0.648], [-5.461, 3.608, 0.402], [5.616, -5.592, 2.755], [-3.464, 1.740, -3.761], [-5.016, 0.260, -3.829], [2.044, -1.069, -3.342], [-0.425, 1.857, -2.951], [1.302, 4.271, 4.032], [-1.100, -2.152, 1.644], [5.120, -4.045, -0.183], [-6.593, -1.177, -3.576], [-4.046, 2.612, 0.833], [-4.945, 4.670, -2.169], [-0.120, -1.994, 1.191], [-2.438, 0.894, -0.385], [-4.381, 3.493, 0.284], [-2.085, 0.085, 3.137], [-0.341, -1.274, -0.074], [2.613, -3.215, -1.426], [1.936, 3.690, 3.373], [3.585, -5.593, 3.459], [2.503, -3.434, 3.635], [2.948, -2.275, -0.996], [-4.675, -0.159, -4.769], [-4.597, -0.918, 0.813], [-2.619, 0.481, 0.859], [-5.848, 1.314, -1.407], [3.776, 0.142, 0.107], [6.309, -2.879, -0.773], [0.497, -0.284, 2.407], [0.791, -1.312, 2.210], [2.418, -0.028, -0.230], [4.244, 4.077, 0.913], [2.471, -4.820, 3.764], [-0.630, 3.766, -0.409], [-3.662, -0.451, 1.434], [4.750, -4.990, 3.006], [-0.204, 4.230, -2.090], [5.696, -3.121, 2.517], [-3.840, 3.354, -1.467], [-4.602, 5.646, -1.816], [-6.093, -0.309, -3.163], [-1.969, -1.619, -1.919], [1.524, 0.912, -0.069], [0.802, -2.243, 4.132], [-1.721, -1.504, -4.045], [4.301, -2.108, -0.674], [0.103, -1.372, -2.453], [2.019, -1.281, -0.783], [4.685, -0.896, -0.137], [-0.707, 1.618, 1.642], [-1.272, -1.516, -2.741], [5.727, -0.713, 0.107], [3.686, -2.840, 3.192], [-7.300, -0.259, -1.390], [-1.197, -1.327, -6.127], [-0.834, -1.348, -5.107], [5.283, -3.230, -0.894], [-4.867, 4.658, -3.257], [3.492, 2.206, 1.616], [1.869, 2.304, 3.397], [-1.770, 0.841, 1.876], [0.285, -2.986, 0.961], [0.524, -1.201, -4.838], [0.573, -1.387, -1.092], [-6.164, 1.690, -0.442], [3.536, -6.671, 3.561], [-5.993, 4.536, -1.887], [-0.478, 0.739, -0.068], [-1.368, 0.117, 4.148], [-0.340, 2.091, -1.764], [-4.772, 1.896, -2.068], [1.224, -1.059, -5.653], [-2.782, -1.610, -4.236], [3.747, -1.762, 3.095], [2.649, 1.570, 2.520], [3.578, 3.593, 1.617], [-4.348, 1.341, -3.275], [2.583, 0.490, 2.517], [1.022, 3.531, -0.980], [-0.030, 3.512, -1.286], [5.469, 1.752, 0.425], [1.178, 1.793, 4.056], [5.188, -3.650, -1.898], [0.989, -1.212, -3.539], [1.828, -1.324, 1.885], [-3.889, 4.363, 0.722]],
  "lowdin_spin": [0.31, 0.00, 0.00, 0.00, 0.00, 0.17, 0.00, 0.00, 0.00, 0.00, 0.00, 0.00, 0.00, 0.00, 0.00, 0.01, 0.00, 0.00, 0.00, 0.00, 0.02, 0.00, 0.00, 0.11, 0.11, 0.00, 0.00, 0.00, 0.00, 0.02, 0.00, 0.05, 0.03, 0.00, 0.00, 0.00, 0.00, 0.00, 0.02, 0.00, 0.00, 0.00, 0.04, 0.00, 0.00, 0.00, 0.00, 0.00, 0.00, 0.01, 0.02, 0.00, -0.01, 0.00, 0.02, 0.03, 0.01, -0.01, 0.09, 0.00, 0.00, 0.00, 0.01, 0.11, 0.00, 0.00, 0.00, 0.00, 0.01, 0.00, -0.01, 0.30, 0.00, 0.00, 0.00, 0.29, 0.13, 0.00, 0.00, 0.00, 0.00, 0.00, 0.00, 0.00, 0.00, 0.00, 0.00, 0.00, 0.00, 0.00, 0.00, 0.09, 0.00, 0.00]
}

=====

Record 2
{
  "formula": "C20H21N3O5",
  "method": "ωB97M-V/def2-TZVPD",
  "charge": 0,
  "e_lumo_ev": -2.0,
  "homo_lumo_gap_ha": 0.1765,
  "species": ["H", "H", "C", "H", "C", "H", "H", "H", "H", "H", "C", "C", "N", "C", "H", "C", "C", "C", "O", "C", "C", "C", "H", "C", "C", "H", "C", "N", "O", "H", "H", "H", "C", "O", "C", "H", "N", "H", "O", "H", "C", "O", "C", "C", "H", "H", "H", "C", "H"],
  "coordinates": [[-1.920, -3.592, -0.112], [5.755, 0.659, -0.788], [1.256, 0.520, -0.546], [1.324, -0.563, -0.692], [2.462, 2.611, -0.260], [1.295, -2.840, 3.599], [-2.923, 0.346, -3.100], [4.662, 1.048, -2.154], [-2.273, -0.244, 1.619], [-4.026, 3.960, 0.153], [-2.232, -1.187, 1.072], [-3.791, 3.179, -0.571], [-3.230, -1.423, 0.167], [-1.198, -3.410, 0.674], [3.941, 0.147, 0.661], [-0.407, -2.045, 2.531], [-1.291, -2.194, 1.411], [0.580, -2.975, 2.792], [1.963, -5.963, 1.407], [-2.330, 1.353, -1.282], [-0.233, -4.359, 0.951], [-3.177, 1.147, -2.403], [-5.502, 3.589, -1.838], [0.687, -4.135, 1.997], [-2.655, 2.400, -0.383], [-0.166, -5.273, 0.369], [-4.296, 1.948, -2.603], [2.416, 1.161, -0.404], [4.888, 2.487, -0.697], [3.449, -0.563, -0.906], [4.014, 2.690, 1.206], [-0.043, 2.176, -0.117], [-4.617, 2.966, -1.686], [-3.158, -2.427, -0.617], [3.657, 0.371, -0.379], [4.000, 4.098, 0.067], [1.801, -4.995, 2.184], [-2.010, 2.558, 0.484], [-4.229, -0.641, 0.091], [-0.558, -1.191, 3.191], [0.015, 1.167, -0.542], [2.595, -4.733, 3.119], [3.865, 3.011, 0.157], [-1.123, 0.598, -1.090], [2.180, 3.133, -1.191], [1.759, 2.931, 0.519], [-4.930, 1.786, -3.476], [4.789, 1.113, -1.059], [-1.038, -0.399, -1.526]],
  "nbo_charge": [0.28, 0.20, 0.22, 0.23, -0.26, 0.24, 0.22, 0.18, 0.21, 0.22, -0.23, -0.24, 0.44, -0.27, 0.22, -0.24, -0.02, -0.20, -0.41, -0.16, -0.17, -0.12, 0.22, 0.01, -0.09, 0.24, -0.21, -0.33, -0.52, 0.23, 0.17, 0.22, -0.16, -0.53, -0.25, 0.22, 0.49, 0.20, -0.50, 0.21, -0.38, -0.42, -0.08, 0.04, 0.22, 0.22, 0.23, -0.08, 0.24]
}

=====

Record 3
{
  "formula": "C3H5NO2",
  "method": "ωB97M-V/def2-TZVPD",
  "charge": 0,
  "e_lumo_ev": -0.3,
  "homo_lumo_gap_ha": 0.3494,
  "smiles": "NC(=O)CC=O",
  "species": ["C", "H", "C", "H", "H", "H", "N", "C", "H", "O", "O"],
  "coordinates": [[0.562, -0.187, -0.520], [-0.188, 1.245, 1.284], [0.136, 0.118, 1.047], [0.900, -0.372, 1.838], [1.150, 0.613, -2.381], [0.699, 2.067, -1.076], [0.821, 1.031, -1.357], [-1.178, -0.763, 0.774], [-1.964, -0.076, 0.230], [0.575, -1.581, -0.931], [-1.514, -2.098, 1.093]],
  "nbo_charge": [0.64, 0.24, -0.59, 0.28, 0.45, 0.44, -0.88, 0.38, 0.15, -0.59, -0.52]
}

=====

Record 4
{
  "formula": "C2H2N3O2",
  "method": "ωB97M-V/def2-TZVPD",
  "charge": -1,
  "e_lumo_ev": 4.1,
  "homo_lumo_gap_ha": 0.3164,
  "smiles": "N#CCN=[N+]([O-])[O-]",
  "species": ["H", "N", "H", "C", "O", "C", "N", "N", "O"],
  "coordinates": [[-0.878, -0.169, -1.547], [1.560, 0.010, 0.290], [-0.490, -1.295, -0.287], [-1.774, 0.427, 0.254], [2.583, 0.641, 0.516], [-0.704, -0.249, -0.534], [0.619, 0.607, -0.297], [-2.400, 1.151, 0.870], [1.484, -1.122, 0.735]],
  "nbo_charge": [0.21, 0.57, 0.25, 0.30, -0.55, -0.39, -0.41, -0.39, -0.60]
}

=====

Record 5
{
  "formula": "C3H9N3",
  "method": "ωB97M-V/def2-TZVPD",
  "charge": 0,
  "e_lumo_ev": [0.5, 1.0],
  "homo_lumo_gap_ha": [0.2848, 0.3735],
  "species": ["H", "N", "N", "H", "H", "H", "C", "H", "H", "C", "H", "H", "H", "N", "C"],
  "coordinates": [[-1.167, 2.253, -0.788], [2.790, -0.500, -0.905], [-0.324, -1.533, 0.199], [-1.726, -0.814, 1.536], [-0.282, -0.778, 2.175], [0.592, 1.184, 0.367], [-1.355, 1.179, -0.550], [2.974, -1.483, -0.697], [-2.204, 1.116, 0.041], [-0.681, -0.622, 1.205], [-0.004, -2.504, 0.294], [-1.744, 0.788, -1.426], [2.439, -0.531, -1.883], [0.338, -0.709, -0.600], [-0.184, 0.437, 0.153]],
  "nbo_charge": [0.21, -0.67, -0.38, 0.18, 0.20, 0.23, -0.63, 0.29, 0.21, -0.25, 0.37, 0.22, 0.31, -0.19, -0.10]
}

=====

Record 6
{
  "formula": "C11H19NSi",
  "method": "ωB97M-V/def2-TZVPD",
  "charge": 0,
  "e_lumo_ev": 0.9,
  "homo_lumo_gap_ha": 0.3373,
  "smiles": "CN(C)[SiH2]c1ccccc1.C=CC",
  "species": ["H", "H", "C", "H", "C", "C", "C", "H", "H", "C", "H", "C", "H", "H", "C", "H", "C", "H", "H", "N", "C", "H", "C", "H", "H", "H", "H", "C", "Si", "H", "H", "H"],
  "coordinates": [[-0.571, -1.662, 0.598], [-1.181, 1.947, -2.081], [2.964, -2.373, 0.118], [-2.406, 3.311, 4.269], [2.692, -0.957, -0.312], [-0.656, 1.416, -1.303], [-3.154, 1.642, 3.095], [-0.671, -0.026, -3.409], [0.496, 1.645, -1.326], [-0.838, -0.740, -2.562], [2.596, -0.341, 0.618], [-2.842, 0.691, 2.104], [-0.069, 2.841, 3.537], [2.645, 0.462, -1.933], [-1.586, 0.582, 1.640], [-2.823, -1.275, 0.159], [-2.174, 2.439, 3.604], [-1.717, -1.262, -2.725], [0.437, 1.256, 1.874], [-1.019, -0.001, -1.322], [-0.887, 2.229, 3.233], [-3.746, 0.286, 1.471], [-0.607, 1.285, 2.297], [2.916, -1.379, -2.379], [0.094, -1.399, -2.501], [-0.837, 1.697, -0.222], [2.374, -2.646, 0.943], [2.721, -0.597, -1.587], [-1.421, -0.695, 0.220], [3.971, -2.520, 0.624], [2.926, -3.285, -0.581], [-4.236, 1.818, 3.271]],
  "nbo_charge": [-0.24, 0.19, -0.66, 0.22, -0.19, -0.40, -0.22, 0.20, 0.16, -0.40, 0.21, -0.20, 0.21, 0.21, -0.45, -0.21, -0.20, 0.19, 0.20, -0.86, -0.22, 0.22, -0.19, 0.20, 0.19, 0.21, 0.21, -0.41, 1.39, 0.22, 0.22, 0.22]
}

=====

Record 7
{
  "formula": "C25H29B2F6I2N8OSbTa",
  "method": "ωB97M-V/def2-TZVPD",
  "charge": 2,
  "s2": 0.77,
  "e_lumo_ev": [-7.8, -9.3],
  "homo_lumo_gap_ha": [0.2445, 0.1908],
  "multiplicity": 2,
  "species": ["C", "C", "I", "N", "H", "H", "C", "H", "N", "C", "C", "C", "H", "H", "C", "H", "H", "C", "C", "C", "H", "N", "H", "F", "H", "C", "H", "C", "H", "C", "H", "C", "I", "F", "H", "H", "H", "Sb", "H", "H", "C", "H", "H", "C", "C", "N", "C", "B", "O", "H", "C", "H", "H", "C", "H", "C", "H", "N", "C", "F", "H", "C", "H", "H", "F", "Ta", "C", "H", "F", "N", "C", "B", "N", "F", "N"],
  "coordinates": [[2.664, 1.986, -1.519], [-0.740, -1.447, 5.585], [0.216, 0.521, 7.602], [-0.942, 1.598, -1.164], [2.962, 0.031, 2.340], [-5.025, -2.573, -0.509], [-2.915, -1.833, -0.666], [0.282, 2.122, -2.974], [1.692, 0.461, -0.222], [-2.327, 1.253, 0.509], [-1.011, -1.994, 4.337], [0.783, 1.865, 4.542], [0.969, 2.384, 5.473], [4.019, -0.886, 1.262], [2.828, 2.962, -2.633], [-3.708, 2.872, -0.040], [0.954, 2.276, 1.184], [-1.976, 3.517, -2.373], [-0.123, -0.208, 5.713], [-0.204, -0.437, -3.943], [3.826, 3.391, -2.595], [-1.172, 0.818, -0.059], [-4.676, -0.665, -1.036], [2.606, -2.321, -0.666], [1.373, 3.505, 3.298], [0.059, -0.027, 3.307], [2.700, 2.476, -3.600], [-1.916, 2.503, -1.282], [-1.186, 1.243, -4.839], [-0.603, -1.291, 3.168], [-0.872, -3.940, -1.611], [-0.066, -2.285, -2.719], [-1.974, -3.788, 4.106], [2.377, -4.973, -0.220], [-4.306, -2.159, -2.344], [-0.339, -4.293, -3.251], [0.528, 1.108, -5.233], [2.262, -3.440, 0.782], [-3.926, 1.114, 1.877], [-1.032, -1.994, 6.471], [-2.949, 0.662, 1.728], [4.450, 0.746, 1.725], [-2.357, 0.869, 2.623], [3.574, 1.622, -0.538], [0.265, 0.563, 4.550], [0.181, -1.214, -1.894], [2.951, 0.683, 0.261], [0.245, 1.308, -2.112], [-0.895, -1.663, 1.983], [-0.637, 0.001, -5.965], [0.783, 1.802, 2.140], [-2.871, 4.122, -2.256], [-0.491, -2.424, -4.864], [1.012, 2.487, 3.335], [2.101, 3.771, -2.565], [-0.104, -3.729, -2.352], [0.855, -4.084, -1.984], [1.545, 1.294, -1.305], [-0.289, -1.822, -3.995], [1.612, -1.648, 1.530], [-2.008, 3.045, -3.354], [3.611, 0.101, 1.470], [-3.078, -0.413, 1.630], [4.574, 2.001, -0.410], [0.361, -3.075, 0.203], [0.032, -0.947, 0.254], [-2.809, 2.312, -0.233], [-1.108, 4.177, -2.347], [3.963, -3.245, 1.458], [0.076, -0.091, -2.689], [-0.384, 0.538, -5.055], [-4.352, -1.833, -1.181], [0.348, 0.549, 2.126], [1.547, -4.173, 2.313], [-1.813, -1.742, -0.296]],
  "lowdin_spin": [0.00, -0.01, 0.14, 0.00, 0.00, 0.00, 0.00, 0.00, 0.00, 0.00, 0.12, 0.01, 0.00, 0.00, 0.00, 0.00, 0.00, 0.00, 0.19, 0.00, 0.00, 0.00, 0.00, 0.00, 0.00, 0.04, 0.00, 0.00, 0.00, 0.17, 0.00, 0.00, 0.09, 0.00, 0.00, 0.00, 0.00, 0.00, 0.00, 0.00, 0.00, 0.00, 0.00, 0.00, 0.03, 0.00, 0.00, 0.00, 0.15, 0.00, 0.00, 0.00, 0.00, 0.02, 0.00, 0.00, 0.00, 0.00, 0.00, 0.00, 0.00, 0.00, 0.00, 0.00, 0.00, 0.01, 0.00, 0.00, 0.00, 0.00, 0.00, 0.00, 0.03, 0.00, 0.00]
}

=====

Per-record energy, Ha: -3815.1205; -1314.8828; -322.3549; -392.0779; -283.7645; -774.6888; -3024.6939
Per-record energy above the lowest of the compared OMol25 structures with the same formula, charge and spin, kcal/mol: 23.24; 241.35; 137.71; 88.01; 137.15; 67.09; 1.82